# 1
Density functional theory data (wB97M-V/def2-TZVPD) for C44H43IN5OPSV as an isolated structure.

Structure (XYZ):
```
97
Properties=species:S:1:pos:R:3:mulliken_spin:R:1
C 0.94 -2.91 1.77 0.010
H -0.89 -2.03 5.25 0.000
C 1.34 -4.97 0.53 0.000
C 1.90 0.47 -4.63 -0.001
C 1.22 -0.80 -2.70 0.009
C -6.36 0.98 -0.83 0.009
H 1.26 -5.46 1.49 0.000
H 0.76 2.06 4.22 0.002
H -2.40 -0.85 2.87 0.006
H 2.69 3.52 -1.92 0.002
S -0.34 1.44 1.97 -0.033
H 1.66 4.70 -1.15 0.002
H -0.93 -4.19 3.95 0.000
H 1.74 -6.77 -0.55 0.000
C -2.77 2.97 0.06 0.122
H -7.32 -0.89 -1.21 0.000
H -3.08 -1.14 4.47 0.000
C 1.69 3.96 -1.94 0.003
C 1.79 -5.04 -1.81 0.000
C -0.53 3.07 -3.87 0.007
H 2.05 3.30 5.96 0.000
I -2.31 -1.56 -0.10 0.001
H -3.07 1.12 -4.93 0.000
C 2.96 -0.24 1.05 -0.005
C -3.95 0.93 -0.37 0.009
H 1.79 -3.17 -2.82 -0.001
C 0.15 -1.15 -4.83 -0.002
H 3.21 3.83 4.74 0.000
H 2.76 0.71 -2.68 0.000
H 1.54 4.45 -2.90 0.000
H 4.01 -1.26 -2.01 0.000
C 1.63 -3.66 -1.88 -0.005
C -5.16 1.66 -0.52 -0.020
C 1.79 2.34 4.05 -0.001
C 1.62 -5.70 -0.61 0.000
H -6.06 3.62 -0.48 0.001
H 0.07 3.92 -4.16 0.000
N 0.62 2.30 -0.52 -0.095
H -0.39 -2.19 -3.04 0.003
H -1.71 3.09 -5.65 0.000
O 1.68 -3.42 2.78 0.000
H -2.54 -3.64 4.40 0.000
C 0.21 -1.72 3.48 0.003
C -2.16 -0.92 3.93 -0.003
H 2.41 1.48 4.33 0.001
H -3.95 4.78 0.05 0.000
V -0.75 0.75 -0.22 2.022
H 2.25 -2.09 4.24 0.000
C 1.13 2.31 1.63 0.024
H -1.79 0.05 4.26 0.000
C 2.03 0.18 -3.28 0.010
C 5.36 -0.23 0.92 0.000
C -2.72 1.60 -0.09 -0.143
C -2.02 0.94 -3.09 0.036
C 4.20 -0.03 1.65 0.001
C 0.98 -0.20 -5.41 0.003
H -0.58 -1.68 -5.43 0.000
H -1.87 3.52 0.29 0.000
C 0.68 2.89 -1.67 -0.004
C 5.29 -0.66 -0.40 0.000
H -2.59 0.09 -2.73 -0.008
C -2.29 1.52 -4.31 0.000
H 2.77 3.16 2.35 0.000
H -5.24 -2.21 -0.89 0.001
C -1.67 -3.39 3.80 0.000
C -4.05 -0.47 -0.51 -0.004
N -1.06 1.39 -2.27 -0.060
H 0.89 0.03 -6.47 0.000
N 0.14 -1.96 2.02 -0.025
C -1.12 -2.02 4.18 -0.002
C 2.17 3.54 4.90 -0.001
C -0.32 2.45 -2.65 0.084
H 6.19 -0.84 -0.97 0.000
H -1.97 -3.41 2.75 0.001
P 1.22 -1.07 -0.90 0.048
C -5.21 -1.13 -0.80 0.004
C -5.14 3.07 -0.37 0.030
H 2.55 1.22 -5.08 0.000
C 0.26 -1.44 -3.48 0.013
C 1.17 -3.58 0.47 0.006
C -6.39 -0.38 -0.98 -0.008
H -7.27 1.56 -0.95 0.000
H 6.32 -0.07 1.38 0.000
H 0.46 -0.67 3.64 0.005
C 2.88 -0.66 -0.28 -0.022
H 2.05 -0.09 1.62 0.004
H 4.25 0.29 2.68 0.000
C 4.05 -0.89 -0.99 0.000
H 1.06 -3.32 4.75 0.000
C -3.97 3.70 -0.08 -0.014
C -1.53 2.61 -4.70 0.005
C 1.35 -2.64 3.95 0.000
C 1.28 -2.91 -0.75 -0.011
N 1.96 2.63 2.64 -0.007
N 1.49 2.70 0.43 -0.008
H 2.05 -5.58 -2.71 0.000
H 1.53 4.39 4.67 0.000
```

Calculated values
E_HOMO (alpha / beta)   -0.3686 / -0.3746 Ha
Gap between HOMO and LUMO (alpha / beta)   7.1 / 7.0 eV
DFT total energy   -4032.63090 Ha
2S+1   3
Net charge   +1
Molecular weight   898.8 g mol⁻¹


# 2
Density functional theory data (wB97M-V/def2-TZVPD) for C8H18N2NaO4S as an isolated structure at a distorted geometry.

Structure (XYZ):
```
34
Properties=species:S:1:pos:R:3:nbo_charge:R:1
H 0.71 -1.30 -1.86 0.235
C 1.21 -1.12 -0.91 -0.424
H -5.73 -0.13 1.51 0.374
H -5.48 1.30 -0.50 0.176
H 1.09 0.95 -1.37 0.231
H 2.85 -1.81 1.15 0.255
C -0.75 -0.14 0.46 -0.081
H 4.50 -1.43 1.67 0.255
S -3.02 0.79 -0.37 1.750
H 2.67 0.29 -1.74 0.048
H 3.08 -0.63 2.40 0.266
C 0.21 -1.30 0.23 -0.428
C 3.61 0.03 0.45 0.768
N 2.46 0.85 0.18 -0.495
H -1.06 -0.11 1.50 0.215
C 3.52 -1.02 1.49 -0.732
C -5.52 0.21 -0.47 0.061
O -1.89 -0.38 -0.38 -0.726
H -0.31 0.84 0.24 0.173
H 3.45 2.26 -1.09 0.154
H -6.57 -1.17 0.57 0.366
Na 4.26 -0.03 -2.59 0.978
H 3.46 2.64 0.64 0.233
H -6.01 -0.13 -1.37 0.190
O -3.06 1.36 0.96 -0.946
H 1.99 -1.88 -0.84 0.197
O -4.16 -0.34 -0.47 -0.725
H 0.69 -1.53 1.18 0.215
H -0.41 -2.16 -0.02 0.248
C 1.84 0.26 -1.00 -0.172
H 1.97 2.80 -0.32 0.225
C 2.87 2.22 -0.16 -0.408
O 4.61 0.20 -0.22 -0.660
N -6.28 -0.20 0.66 -0.817
```

Calculated values
E_HOMO   -0.4306 Ha
Gap between HOMO and LUMO   7.3 eV
DFT total energy   -1286.34083 Ha
Net charge   +1
Molecular weight   261.3 g mol⁻¹


# 3
Density functional theory data (wB97M-V/def2-TZVPD) for one molecule with the formula C24H24N2O5 at a distorted geometry.

Structure (XYZ):
```
55
Properties=species:S:1:pos:R:3:nbo_charge:R:1
H 0.66 0.99 3.04 0.214
C -1.96 2.55 1.55 0.268
C -1.37 4.53 0.37 -0.081
C -0.30 1.10 2.55 -0.224
C -1.43 2.95 -1.56 -0.144
C 0.44 1.53 -2.08 -0.116
C -2.31 0.17 1.68 -0.247
H 0.32 -2.72 -3.20 0.192
O -2.35 3.80 1.11 -0.536
C 1.22 2.26 -1.19 -0.209
H 2.69 -2.26 -1.32 0.210
C -2.78 1.43 1.32 0.248
H -0.97 -2.40 0.30 0.264
H -2.46 3.23 -1.71 0.207
H 1.83 -1.85 -3.52 0.262
H -0.13 3.22 2.40 0.214
H -0.65 5.01 1.05 0.177
H 2.70 -3.68 3.27 0.247
C 1.28 -3.13 0.84 0.642
O 0.50 -3.00 1.78 -0.638
H -4.41 3.25 -0.19 0.173
C -0.88 1.92 -2.30 -0.203
C 1.02 0.33 -2.75 0.676
C 1.10 -2.09 -2.75 -0.239
C 4.48 -4.36 2.10 -0.318
N 0.90 -2.85 -0.43 -0.427
H 5.44 -4.72 0.13 0.206
H -0.96 -3.04 -1.36 0.193
C 2.64 -3.62 1.09 0.144
O 1.88 0.39 -3.61 -0.616
C -0.45 -2.37 -0.66 -0.242
H -4.71 3.21 1.56 0.186
H -1.43 -0.65 -1.51 0.203
H -0.12 -0.27 -0.38 0.224
H -1.48 1.40 -3.03 0.217
H 2.06 -3.82 -1.89 0.206
H -2.96 -0.67 1.47 0.223
N 0.52 -0.85 -2.30 -0.444
C 3.19 -3.86 2.33 -0.230
C 4.63 -4.41 0.75 0.114
C -4.75 2.63 0.63 -0.235
H 5.20 -4.65 2.84 0.233
H -5.78 2.32 0.44 0.187
C -1.08 -0.01 2.27 -0.227
H 1.27 3.82 0.27 0.204
O -4.01 1.43 0.74 -0.502
O 3.53 -3.97 0.13 -0.395
H -0.73 -1.00 2.52 0.245
C -0.74 2.36 2.19 -0.271
C -0.42 -0.94 -1.19 -0.217
C 1.78 -2.81 -1.58 -0.215
H 2.26 1.99 -1.05 0.223
H -1.94 5.31 -0.14 0.204
C -0.68 3.61 -0.60 -0.101
C 0.66 3.28 -0.45 -0.131
```

Calculated values
E_HOMO   -0.3032 Ha
Gap between HOMO and LUMO   8.9 eV
DFT total energy   -1414.64171 Ha
SMILES string   COc1ccccc1OCc1ccc(C(=O)N2CCN(C(=O)c3ccco3)CC2)cc1
Molecular weight   420.5 g mol⁻¹


# 4
Density functional theory data (wB97M-V/def2-TZVPD) for C22H21CeF6O2 as an isolated structure at a distorted geometry.

Structure (XYZ):
```
52
Properties=species:S:1:pos:R:3:mulliken_spin:R:1
C -0.32 1.93 -1.75 -0.002
H -1.52 0.52 -3.09 0.000
C -1.30 3.69 3.53 0.000
C 1.28 -4.15 -5.10 0.179
C -1.75 1.75 0.06 0.001
H -3.20 0.38 -0.92 0.000
C 1.25 -2.17 -3.81 0.623
H 1.88 -0.18 -3.11 0.016
C -1.37 1.01 -2.11 -0.003
C 2.39 -4.27 -2.93 0.161
C 1.56 -3.55 -3.85 -0.117
C 0.35 0.27 2.32 -0.001
H -1.85 0.44 2.37 0.000
Ce 0.01 -0.24 -0.29 0.033
H 2.26 -0.84 2.33 0.000
C -0.10 4.04 4.52 0.000
H 3.10 -6.98 -4.85 0.011
H 0.01 3.11 0.15 0.000
C 2.93 -5.50 -3.28 -0.072
H -2.67 3.84 5.23 0.000
C -1.01 -1.55 1.86 -0.001
H 2.63 -3.84 -1.97 0.010
F 0.35 2.89 5.12 0.000
H 0.49 2.28 -2.40 0.000
F -0.51 4.90 5.51 0.000
F 0.94 4.59 3.85 0.000
H 2.90 -1.59 -2.52 0.004
H -1.89 -2.16 1.67 0.000
H 0.70 -3.03 1.61 0.000
F -2.36 5.84 3.90 0.000
F -1.09 5.68 2.10 0.000
O 0.88 -1.40 -1.73 0.022
C -0.57 2.37 -0.40 0.001
C -2.26 0.91 -0.97 -0.002
F -3.04 4.68 2.15 0.000
H -2.13 2.13 4.95 0.000
C -2.48 3.06 4.49 0.000
H 3.57 -6.03 -2.60 -0.003
C 1.20 -0.87 2.13 0.000
C -1.95 4.99 2.90 0.000
C 1.86 -5.35 -5.47 -0.079
H -3.37 2.79 3.92 0.000
H 0.68 1.24 2.69 0.000
H 1.68 -5.74 -6.49 -0.003
C 1.86 -1.26 -2.78 0.034
H -2.22 1.95 1.00 0.000
C 2.66 -6.03 -4.54 0.171
C 0.37 -2.01 1.82 0.001
H 0.67 -3.57 -5.81 -0.001
O -0.83 2.95 2.57 0.000
H 0.30 -1.76 -4.18 0.017
C -1.00 -0.16 2.18 0.000
```

Calculated values
E_HOMO (alpha / beta)   -0.2635 / -0.2635 Ha
Gap between HOMO and LUMO (alpha / beta)   5.3 / 5.4 eV
DFT total energy   -2075.60348 Ha
2S+1   2
Molecular weight   571.5 g mol⁻¹